(1)
{"formula": "C29H28Cl4NNiO4S2", "method": "the ωB97M-V functional and the def2-TZVPD basis", "e_above_lowest_kj_mol": 0.0, "energy_ha": -5623.10059, "total_charge": -1, "symbols": ["Ni", "Cl", "C", "C", "Cl", "C", "Cl", "C", "O", "C", "O", "C", "Cl", "C", "N", "C", "C", "C", "C", "C", "C", "C", "C", "H", "H", "H", "H", "H", "H", "H", "H", "H", "H", "H", "H", "C", "S", "C", "O", "H", "H", "H", "H", "H", "H", "O", "S", "C", "C", "C", "C", "C", "C", "C", "C", "C", "C", "C", "C", "H", "H", "H", "H", "H", "H", "H", "H", "H", "H"], "positions_angstrom": [[-0.516, -0.020, -0.187], [0.257, 4.718, 5.002], [0.513, 3.567, 3.728], [1.776, 3.370, 3.212], [3.133, 4.267, 3.821], [1.954, 2.433, 2.178], [3.553, 2.140, 1.543], [0.905, 1.696, 1.643], [1.062, 0.827, 0.677], [-0.426, 1.894, 2.185], [-1.391, 1.188, 1.717], [-0.566, 2.830, 3.218], [-2.161, 3.030, 3.884], [-1.932, 2.208, -1.112], [-0.738, 1.439, -1.516], [0.398, 2.361, -1.634], [-0.986, 0.780, -2.819], [-1.868, -0.405, -2.571], [-2.719, -0.940, -3.527], [-3.481, -2.058, -3.214], [-3.376, -2.620, -1.949], [-2.518, -2.070, -1.001], [-1.746, -0.945, -1.285], [-2.091, 3.035, -1.816], [-1.792, 2.582, -0.101], [-2.799, 1.553, -1.114], [0.192, 3.104, -2.415], [1.296, 1.806, -1.891], [0.562, 2.868, -0.686], [-0.017, 0.461, -3.213], [-1.415, 1.500, -3.530], [-2.786, -0.493, -4.514], [-4.148, -2.489, -3.952], [-3.968, -3.494, -1.698], [-2.441, -2.534, -0.024], [0.138, -2.821, 3.149], [-0.372, -1.234, 2.489], [-2.071, -1.294, 3.049], [-0.418, -1.559, 1.002], [0.101, -2.782, 4.238], [1.158, -2.994, 2.812], [-0.522, -3.596, 2.760], [-2.072, -1.251, 4.139], [-2.531, -2.213, 2.688], [-2.540, -0.402, 2.640], [1.773, -2.507, -3.016], [1.929, -1.492, -1.938], [3.404, -0.544, -2.344], [3.691, 0.598, -1.611], [4.813, 1.343, -1.944], [5.617, 0.952, -3.008], [5.302, -0.183, -3.743], [4.186, -0.941, -3.414], [2.649, -2.360, -0.526], [2.909, -1.688, 0.662], [3.488, -2.391, 1.708], [3.768, -3.748, 1.576], [3.468, -4.408, 0.393], [2.906, -3.710, -0.670], [3.049, 0.897, -0.789], [5.048, 2.231, -1.372], [6.489, 1.539, -3.269], [5.927, -0.480, -4.577], [3.904, -1.826, -3.971], [2.640, -0.642, 0.773], [3.713, -1.873, 2.632], [4.216, -4.290, 2.400], [3.674, -5.466, 0.292], [2.660, -4.193, -1.607]], "forces_ev_per_a": [[0.1, 0.1, 0.0], [0.0, 0.0, 0.0], [0.0, 0.0, 0.0], [0.0, 0.0, 0.0], [0.0, 0.0, 0.0], [0.0, 0.0, 0.0], [0.0, 0.0, 0.0], [-0.1, 0.0, -0.1], [0.0, -0.1, 0.0], [0.0, 0.0, 0.0], [0.0, 0.0, 0.0], [0.0, 0.0, 0.0], [0.0, 0.0, 0.0], [0.0, 0.0, 0.0], [0.1, 0.0, 0.0], [0.0, 0.0, 0.0], [0.0, 0.0, 0.0], [0.0, 0.0, 0.0], [0.0, 0.0, 0.0], [0.0, 0.0, 0.0], [0.0, 0.0, 0.0], [0.0, 0.0, 0.0], [0.0, 0.0, 0.0], [0.0, 0.0, 0.0], [0.0, 0.0, 0.0], [0.0, 0.0, 0.0], [0.0, 0.0, 0.0], [0.0, 0.0, 0.0], [0.0, 0.0, 0.0], [0.0, 0.0, 0.0], [0.0, 0.0, 0.0], [0.0, 0.0, 0.0], [0.0, 0.0, 0.0], [0.0, 0.0, 0.0], [0.0, 0.0, 0.0], [0.0, 0.0, 0.0], [0.0, 0.0, 0.0], [0.0, 0.0, 0.0], [0.0, 0.0, -0.1], [0.0, 0.0, 0.0], [0.0, 0.0, 0.0], [0.0, 0.0, 0.0], [0.0, 0.0, 0.0], [0.0, 0.0, 0.0], [0.0, 0.0, 0.0], [0.0, 0.0, 0.0], [0.0, -0.1, 0.0], [0.0, 0.0, 0.0], [0.0, 0.0, 0.0], [0.0, 0.0, 0.0], [0.0, 0.0, 0.0], [0.0, 0.0, 0.0], [0.0, 0.0, 0.0], [0.0, 0.0, 0.0], [0.0, 0.1, 0.0], [0.0, 0.0, 0.0], [0.0, 0.0, 0.0], [0.0, 0.0, 0.0], [0.0, 0.0, 0.0], [0.0, 0.0, 0.0], [0.0, 0.0, 0.0], [0.0, 0.0, 0.0], [0.0, 0.0, 0.0], [0.0, 0.0, 0.0], [0.0, -0.1, 0.0], [0.0, 0.0, 0.0], [0.0, 0.0, 0.0], [0.0, 0.0, 0.0], [0.0, 0.0, 0.0]], "nbo_charge": [1.03, -0.01, -0.10, -0.16, -0.01, -0.07, -0.05, 0.21, -0.87, 0.35, -0.86, -0.20, -0.03, -0.43, -0.43, -0.41, -0.24, -0.10, -0.22, -0.24, -0.23, -0.25, -0.25, 0.17, 0.25, 0.22, 0.17, 0.21, 0.23, 0.21, 0.18, 0.19, 0.20, 0.19, 0.20, -0.82, 1.31, -0.83, -0.99, 0.22, 0.25, 0.23, 0.22, 0.22, 0.30, -0.98, 1.32, -0.28, -0.16, -0.22, -0.22, -0.22, -0.21, -0.24, -0.24, -0.17, -0.24, -0.22, -0.21, 0.25, 0.22, 0.21, 0.21, 0.24, 0.28, 0.21, 0.21, 0.21, 0.24]}

(2)
{"formula": "C2H12O5", "method": "the ωB97M-V functional and the def2-TZVPD basis", "e_above_lowest_kj_mol": 146.0, "energy_ha": -459.53811, "total_charge": 0, "smiles": "CC=O.O.O.O.O", "symbols": ["C", "C", "O", "H", "H", "H", "H", "O", "H", "H", "O", "H", "H", "O", "H", "H", "O", "H", "H"], "positions_angstrom": [[1.465, 1.669, -2.177], [1.055, 1.717, -0.776], [0.997, 0.713, -0.038], [1.759, 2.717, -2.485], [0.510, 1.517, -2.618], [2.166, 0.879, -2.532], [0.930, 2.761, -0.226], [1.145, -1.915, 0.129], [1.104, -0.969, -0.037], [2.095, -2.036, -0.017], [-1.751, -1.551, 0.643], [-0.876, -1.684, 0.348], [-1.499, -1.521, 1.535], [-1.970, 2.285, -1.636], [-1.955, 2.929, -0.752], [-2.964, 2.083, -1.731], [-0.488, -2.304, 3.290], [0.383, -2.794, 2.942], [-0.242, -2.026, 4.184]], "forces_ev_per_a": [[0.7, 1.6, -0.9], [1.2, -1.3, 4.1], [-0.2, 2.7, -1.7], [0.0, -1.3, 0.1], [-1.0, -0.3, -1.1], [-0.5, 0.6, 0.7], [-0.2, -1.7, -1.4], [0.9, -0.6, -0.1], [-0.5, 0.7, 0.0], [-0.3, -0.5, 0.1], [-1.4, 0.2, -1.1], [1.6, -0.5, -1.6], [-0.3, 0.1, 2.8], [-2.0, 2.3, 3.3], [-0.2, -2.6, -3.5], [2.3, 0.4, 0.3], [3.0, -1.6, -0.9], [-3.0, 1.7, 1.0], [-0.1, 0.0, -0.2]], "nbo_charge": [-0.74, 0.47, -0.59, 0.23, 0.28, 0.25, 0.13, -0.98, 0.49, 0.46, -0.95, 0.47, 0.47, -0.96, 0.47, 0.48, -0.96, 0.49, 0.47]}

(3)
{"formula": "C12H31BBrN4O13S", "method": "the ωB97M-V functional and the def2-TZVPD basis", "energy_ha": -4669.72524, "total_charge": -1, "symbols": ["C", "C", "O", "C", "C", "O", "C", "C", "O", "C", "B", "Br", "S", "C", "O", "O", "H", "H", "H", "H", "H", "H", "H", "H", "H", "H", "H", "H", "H", "H", "H", "H", "H", "H", "H", "C", "N", "O", "O", "H", "H", "H", "C", "N", "O", "O", "H", "H", "H", "C", "N", "O", "O", "H", "H", "H", "C", "N", "O", "O", "H", "H", "H"], "positions_angstrom": [[-3.545, 0.681, -1.140], [-2.105, 0.590, -1.643], [-1.127, 1.156, -0.787], [-1.381, 2.482, -0.391], [-1.682, 2.625, 1.103], [-0.773, 1.943, 1.950], [-1.119, 0.603, 2.289], [-0.126, 0.054, 3.312], [0.893, -0.776, 2.845], [1.693, -0.237, 1.770], [1.573, -1.112, 0.425], [3.194, -0.764, -0.751], [1.495, -2.987, 0.825], [-0.218, -3.318, 1.192], [1.774, -3.777, -0.366], [2.246, -3.343, 2.022], [-4.072, 1.556, -1.516], [-4.087, -0.212, -1.450], [-3.581, 0.707, -0.049], [-2.042, 1.047, -2.636], [-1.834, -0.458, -1.747], [-2.211, 2.915, -0.959], [-0.485, 3.070, -0.608], [-1.574, 3.683, 1.353], [-2.710, 2.315, 1.322], [-1.126, -0.017, 1.391], [-2.123, 0.601, 2.730], [0.292, 0.918, 3.848], [-0.679, -0.542, 4.039], [1.410, 0.804, 1.600], [2.734, -0.234, 2.109], [0.582, -0.870, -0.214], [-0.843, -2.667, 0.586], [-0.388, -4.356, 0.917], [-0.399, -3.152, 2.250], [1.459, 0.200, -4.509], [0.038, -0.059, -4.847], [-0.395, 0.367, -5.904], [-0.608, -0.686, -4.037], [1.904, 0.766, -5.319], [1.465, 0.748, -3.573], [1.936, -0.764, -4.370], [1.185, 4.316, 3.343], [0.540, 5.657, 3.291], [-0.433, 5.797, 2.578], [1.032, 6.534, 3.970], [0.637, 3.636, 2.698], [2.212, 4.440, 3.016], [1.154, 3.984, 4.376], [3.886, -2.440, 4.248], [4.101, -2.339, 5.717], [4.406, -1.259, 6.186], [3.959, -3.352, 6.374], [4.050, -1.463, 3.812], [4.588, -3.174, 3.867], [2.871, -2.779, 4.067], [-2.097, -2.134, -6.828], [-3.059, -2.809, -7.745], [-3.609, -2.133, -8.591], [-3.234, -3.999, -7.588], [-2.048, -1.086, -7.089], [-2.457, -2.274, -5.814], [-1.137, -2.624, -6.954]], "forces_ev_per_a": [[0.0, -0.1, 0.2], [-0.1, 0.0, 0.0], [-0.3, -0.1, 0.1], [0.2, 0.2, 0.2], [0.1, -0.1, 0.0], [0.1, 0.2, -0.1], [0.1, -0.1, -0.2], [-0.1, 0.2, 0.2], [-0.3, -0.2, -0.2], [0.4, -0.1, 0.1], [-0.4, 0.3, 0.0], [0.1, 0.1, -0.1], [0.2, 0.1, -0.4], [-0.2, 0.0, 0.2], [0.0, -0.1, -0.2], [0.2, -0.2, 0.3], [0.0, 0.0, 0.0], [-0.1, 0.1, -0.1], [0.1, -0.1, 0.0], [0.1, 0.0, -0.1], [0.2, 0.0, 0.0], [0.0, 0.1, 0.0], [0.1, 0.0, -0.1], [-0.2, 0.0, 0.0], [0.0, -0.1, 0.1], [0.0, -0.1, 0.0], [-0.1, 0.0, 0.0], [0.0, 0.1, 0.1], [0.0, 0.0, 0.0], [0.0, 0.1, -0.1], [0.0, 0.0, 0.1], [0.0, -0.2, 0.0], [0.0, 0.0, -0.1], [0.0, -0.1, 0.0], [0.0, 0.1, 0.0], [0.1, 0.1, -0.1], [0.0, 0.0, 0.1], [0.0, 0.0, 0.0], [-0.1, -0.1, -0.2], [0.0, 0.0, 0.0], [0.1, -0.1, 0.1], [0.0, 0.0, 0.1], [-0.1, -0.2, -0.2], [0.0, 0.0, 0.0], [0.0, 0.0, 0.0], [0.0, 0.0, 0.0], [0.0, 0.0, 0.0], [0.0, 0.0, 0.1], [0.0, 0.0, 0.0], [0.0, 0.1, 0.0], [0.0, 0.0, 0.0], [0.0, 0.0, 0.0], [0.0, -0.1, 0.0], [0.0, 0.0, 0.0], [0.0, -0.1, 0.0], [0.0, 0.0, 0.0], [-0.1, 0.1, 0.0], [0.0, 0.0, 0.0], [0.0, 0.0, 0.0], [0.0, -0.1, 0.0], [0.0, 0.0, 0.0], [0.0, 0.0, 0.0], [0.0, 0.0, 0.0]], "nbo_charge": [-0.66, -0.06, -0.53, -0.09, -0.08, -0.56, -0.11, -0.07, -0.56, -0.33, -0.22, -0.26, 1.99, -0.88, -0.99, -1.02, 0.20, 0.22, 0.21, 0.16, 0.20, 0.17, 0.18, 0.20, 0.16, 0.21, 0.16, 0.16, 0.18, 0.19, 0.18, -0.02, 0.23, 0.23, 0.23, -0.49, 0.54, -0.41, -0.37, 0.22, 0.26, 0.25, -0.49, 0.54, -0.39, -0.39, 0.26, 0.23, 0.23, -0.48, 0.54, -0.40, -0.40, 0.23, 0.23, 0.28, -0.49, 0.53, -0.38, -0.39, 0.24, 0.24, 0.23]}

(4)
{"formula": "C5H10O", "method": "the ωB97M-V functional and the def2-TZVPD basis", "e_above_lowest_kj_mol": 87.7, "energy_ha": -271.71923, "total_charge": 0, "smiles": "C[C@H]1CC[C@H]1O", "symbols": ["C", "C", "C", "C", "C", "O", "H", "H", "H", "H", "H", "H", "H", "H", "H", "H"], "positions_angstrom": [[-1.542, -0.163, 0.702], [-0.027, -0.264, 0.753], [0.582, -1.287, -0.243], [1.000, -0.121, -1.174], [0.686, 0.862, -0.039], [-0.095, 1.949, -0.499], [-1.893, 0.704, 1.274], [-1.884, -0.032, -0.331], [-2.013, -1.062, 1.114], [0.319, -0.376, 1.789], [1.430, -1.845, 0.167], [-0.127, -2.008, -0.666], [2.016, -0.132, -1.583], [0.287, 0.028, -1.992], [1.586, 1.231, 0.479], [-0.326, 2.513, 0.250]], "forces_ev_per_a": [[0.0, 0.0, 0.0], [-0.1, -0.2, 0.1], [0.0, -0.3, 0.0], [0.0, -0.1, 0.0], [0.3, 0.3, -0.1], [0.0, 0.1, 0.2], [0.0, -0.2, -0.1], [0.0, 0.0, 0.2], [0.1, 0.1, 0.0], [-0.1, 0.0, -0.2], [-0.1, 0.1, -0.1], [0.1, 0.1, 0.1], [-0.2, 0.0, 0.1], [0.1, 0.0, 0.1], [-0.2, -0.1, -0.1], [0.1, -0.1, -0.1]], "nbo_charge": [-0.61, -0.24, -0.40, -0.42, 0.10, -0.72, 0.20, 0.21, 0.21, 0.20, 0.21, 0.20, 0.21, 0.22, 0.16, 0.47]}